Here is C3H8IOZn as an isolated structure from OMol25. Energies are from ωB97M-V/def2-TZVPD.

```
14
C3H8IOZn | OMol25 | ωB97M-V/def2-TZVPD
Zn 11.50 -15.84 5.78
I 13.41 -17.51 5.44
C 13.16 -21.74 3.92
C 11.66 -21.50 4.13
C 11.09 -22.07 5.44
O 11.36 -20.08 4.04
H 13.59 -21.06 3.18
H 13.26 -22.80 3.70
H 13.80 -21.61 4.79
H 11.03 -22.00 3.39
H 11.41 -23.11 5.42
H 10.02 -22.06 5.63
H 11.67 -21.60 6.24
H 12.03 -19.63 4.57
```

Values from the calculation:
⟨S²⟩: 0.76
Lowest unoccupied orbital energy (alpha / beta) in eV: 0.113 / -2.218
Spin multiplicity: 2
Energy relative to the best compared isomer or geometry (same formula, charge and spin) in eV: 0.0000
HOMO-LUMO gap (alpha / beta) in eV: 8.563 / 7.423
Charge: 0
Calculated total energy in hartree: -2271.337055

---

Here is a 2-piece molecular cluster, C4H13NOS overall from OMol25. Energies are from ωB97M-V/def2-TZVPD.

```
20
C4H13NOS | OMol25 | ωB97M-V/def2-TZVPD
C -1.32 2.24 2.05
S -0.93 0.49 2.05
C -1.29 0.00 0.32
C -0.04 -0.59 -0.32
C -0.29 -1.35 -1.65
N 0.21 -0.54 -2.78
H -2.26 2.47 2.54
H -1.36 2.68 1.06
H -0.58 2.78 2.64
H -1.68 0.86 -0.22
H -2.05 -0.78 0.34
H 0.38 -1.34 0.36
H 0.83 0.06 -0.47
H 0.28 -2.27 -1.66
H -1.36 -1.53 -1.73
H -0.15 -0.85 -3.67
H -0.12 0.41 -2.66
O 3.85 -0.57 -1.12
H 4.02 -1.50 -1.30
H 2.89 -0.49 -1.09
```

Values from the calculation:
SMILES string: CSCCCN.O
Lowest unoccupied orbital energy in eV: 0.885
Energy relative to the best compared isomer or geometry (same formula, charge and spin) in eV: 0.8308
HOMO-LUMO gap in eV: 9.472
Charge: 0
Calculated total energy in hartree: -688.358186

---

Here is a 13-piece molecular cluster, C5H37N2O13 overall from OMol25. Energies are from ωB97M-V/def2-TZVPD.

```
57
C5H37N2O13 | OMol25 | ωB97M-V/def2-TZVPD
C -1.62 -0.53 -0.24
O -2.14 0.23 -1.24
C -0.06 -0.34 -0.19
C 0.29 -0.38 1.30
C 1.68 0.23 1.59
C 1.87 1.51 1.83
N 3.10 2.14 2.07
N 0.52 -1.45 -0.99
H -1.99 -0.29 0.75
H -1.96 -1.58 -0.70
H -1.98 1.23 -1.12
H 0.40 0.58 -0.78
H 0.02 -1.33 1.85
H -0.46 0.25 1.78
H 2.54 -0.72 1.47
H 1.04 2.26 2.08
H 3.60 1.60 2.76
H 2.89 3.13 2.05
H 1.55 -1.32 -1.14
H 0.12 -1.41 -1.99
H 0.44 -2.42 -0.72
H -2.31 -1.39 2.87
H -3.65 -1.16 3.41
O -2.84 -0.71 3.17
H -1.16 2.77 2.27
H -2.61 3.24 1.76
O -1.71 3.00 1.44
H 0.77 0.88 -2.84
H 1.94 1.42 -3.64
O 1.67 0.67 -3.05
H 3.98 -1.51 -1.52
H 3.13 -1.24 -0.19
O 3.41 -1.87 -0.83
H -1.00 -2.54 -3.09
H -2.42 -2.43 -3.13
O -1.77 -2.71 -2.53
H 4.12 -2.31 1.16
H 4.33 -1.55 2.52
O 3.65 -1.96 1.91
H 1.95 -2.78 2.19
H 1.54 -4.28 2.21
O 1.32 -3.48 1.84
H -3.93 -0.39 -1.42
H -4.96 0.57 -2.04
O -4.97 -0.30 -1.62
H -1.43 5.12 -1.05
H -1.50 3.98 -0.09
O -0.90 4.45 -0.66
H 1.34 -2.18 -4.31
H 0.57 -3.23 -3.78
O 0.43 -2.42 -3.95
H -1.06 1.61 4.25
H -2.08 0.97 3.18
O -1.17 1.34 3.34
H -0.82 3.33 -2.03
H -0.92 3.10 -3.51
O -0.78 2.60 -2.63
```

Values from the calculation:
Lowest unoccupied orbital energy in eV: -2.346
Energy relative to the best compared isomer or geometry (same formula, charge and spin) in eV: 7.0653
HOMO-LUMO gap in eV: 8.568
Charge: +1
Calculated total energy in hartree: -1299.978474